1.
Density functional theory data (ωB97M-V/def2-TZVPD) for a molecular structure, C5H12NO at a distorted geometry.

Computed properties:
- Maximum force: 0.0502 Eh/bohr
- Net charge: -1
- Relative energy (zero: lowest compared OMol25 entry of this formula, charge and spin): 4.744 eV
- Electronic energy: -8912.3197 eV
- LUMO energy: 3.6294 eV

The geometry in XYZ format:
```
19
Properties=species:S:1:pos:R:3:lowdin_charge:R:1
C -1.944 0.535 -0.091 -0.072
C -1.021 -0.157 -1.085 -0.542
C 1.240 -0.002 0.182 -0.230
C 1.347 1.424 -0.404 -0.119
N -1.384 -1.443 -1.354 0.098
C 0.218 -0.949 -0.495 -0.192
O 0.633 -1.684 2.614 -0.587
H -2.004 1.617 -0.197 0.058
H -1.705 0.251 0.934 0.083
H -2.927 0.107 -0.264 0.058
H -0.850 0.372 -2.030 0.117
H 1.016 0.086 1.244 0.066
H 2.236 -0.444 0.104 0.104
H 2.327 1.858 -0.230 0.057
H 0.533 2.052 -0.047 0.057
H 1.225 1.397 -1.490 0.055
H 0.430 -1.900 3.529 -0.211
H 0.730 -1.536 -1.253 0.106
H -0.102 -1.584 0.337 0.093
```



2.
Density functional theory data (ωB97M-V/def2-TZVPD) for 10 unconnected molecules or ions with the total composition C60H116N13O6 at a distorted geometry.

Computed properties:
- Maximum force: 0.1310 Eh/bohr
- Net charge: +7
- Electronic energy: -95675.7405 eV
- LUMO energy: -14.1667 eV

The geometry in XYZ format:
```
195
Properties=species:S:1:pos:R:3:lowdin_charge:R:1
C 0.752 0.179 -0.239 -0.028
C 0.100 0.450 -1.376 -0.382
C -1.358 0.143 -1.549 -0.326
O -2.116 0.555 -2.540 -0.087
C -2.087 -0.549 -0.568 -0.082
C -1.425 -1.070 0.563 -0.377
C 0.099 -0.570 0.812 -0.327
O 0.628 -0.882 1.886 -0.054
O -1.982 -1.841 1.311 -0.020
O 0.878 0.914 -2.321 -0.081
H 1.789 0.425 -0.066 0.099
H -3.096 -0.868 -0.784 0.057
C 0.233 -8.208 4.113 -0.028
C 0.048 -7.908 2.595 -0.156
N 0.255 -6.512 2.285 -0.041
C -0.358 -5.412 2.856 -0.022
C 0.093 -4.250 2.383 0.007
N 1.055 -4.579 1.444 -0.066
C 1.080 -5.960 1.414 -0.016
C 1.903 -3.682 0.725 0.012
H -0.151 -9.217 4.261 0.098
H -0.290 -7.561 4.817 0.082
H 1.285 -8.279 4.389 0.092
H -0.962 -8.252 2.373 0.126
H 0.661 -8.496 1.912 0.137
H -1.156 -5.618 3.553 0.143
H -0.176 -3.219 2.555 0.102
H 1.817 -6.472 0.813 0.175
H 1.345 -3.364 -0.156 0.102
H 2.857 -4.122 0.434 0.113
H 1.987 -2.802 1.363 0.088
C 2.388 2.651 2.543 -0.048
C 2.594 3.889 3.437 -0.152
N 2.133 5.109 2.865 -0.042
C 0.922 5.374 2.283 -0.026
C 0.875 6.724 1.995 0.007
N 2.137 7.188 2.325 -0.112
C 2.851 6.275 2.889 0.035
C 2.399 8.569 2.353 0.033
H 1.360 2.319 2.399 0.048
H 2.910 1.843 3.054 0.090
H 2.682 2.702 1.494 0.071
H 3.675 3.959 3.560 0.139
H 2.153 3.851 4.432 0.135
H 0.222 4.613 1.970 0.106
H 0.205 7.383 1.464 0.136
H 3.759 6.449 3.446 0.194
H 3.098 8.781 3.161 0.128
H 1.450 9.064 2.559 0.122
H 2.799 8.846 1.378 0.126
C 1.886 4.435 -0.888 -0.049
C 1.581 5.582 -1.966 -0.100
N 0.223 5.516 -2.558 -0.035
C -0.661 6.630 -2.643 0.042
C -1.863 6.100 -3.105 0.008
N -1.699 4.751 -3.321 -0.118
C -0.454 4.367 -2.994 0.030
C -2.643 3.869 -3.902 0.012
H 2.027 3.455 -1.345 0.067
H 1.077 4.105 -0.237 0.030
H 2.678 4.782 -0.225 0.071
H 2.320 5.635 -2.765 0.137
H 1.564 6.525 -1.419 0.105
H -0.280 7.571 -2.276 0.136
H -2.826 6.550 -3.297 0.142
H -0.118 3.340 -3.009 0.151
H -2.156 3.317 -4.706 0.085
H -3.363 4.519 -4.399 0.121
H -2.987 3.141 -3.168 0.091
C -5.375 0.454 -2.250 -0.047
C -5.402 -1.073 -2.324 -0.189
N -6.110 -1.563 -1.222 -0.086
C -7.472 -1.849 -1.170 0.064
C -7.735 -2.214 0.167 0.025
N -6.591 -2.170 0.941 -0.073
C -5.564 -1.822 0.038 0.038
C -6.508 -2.244 2.373 0.020
H -4.785 0.977 -3.002 0.069
H -4.886 0.690 -1.305 0.051
H -6.287 1.050 -2.253 0.095
H -4.412 -1.530 -2.334 0.113
H -6.000 -1.351 -3.192 0.140
H -8.007 -1.649 -2.086 0.152
H -8.753 -2.453 0.437 0.152
H -4.586 -1.470 0.330 0.122
H -6.538 -3.256 2.776 0.114
H -7.385 -1.715 2.746 0.124
H -5.525 -1.911 2.704 0.076
C -2.789 -3.917 -0.928 0.027
C -1.859 -5.010 -1.501 -0.297
O -0.857 -4.800 -2.212 0.134
N -2.226 -6.437 -1.161 0.114
H -2.788 -6.439 -0.321 0.172
H -2.966 -6.655 -1.812 0.191
C -1.071 -7.438 -1.108 0.060
H -2.413 -2.931 -1.200 0.066
H -2.882 -3.983 0.156 0.086
H -3.815 -3.965 -1.293 0.093
H -0.427 -7.351 -0.233 0.070
H -0.452 -7.348 -2.001 0.114
H -1.490 -8.444 -1.137 0.122
C -3.124 2.295 0.833 0.044
C -2.434 3.566 0.754 -0.329
O -1.411 3.733 0.033 0.102
N -3.085 4.775 1.347 0.118
H -3.933 4.867 0.806 0.196
H -3.209 4.602 2.334 0.194
C -2.268 5.986 1.307 -0.001
H -4.168 2.599 0.759 0.111
H -3.232 1.863 1.828 0.105
H -2.837 1.697 -0.032 0.086
H -1.800 6.185 2.271 0.108
H -2.974 6.792 1.109 0.132
H -1.514 6.041 0.522 0.088
C 9.921 -3.316 -1.772 -0.070
C 8.727 -2.932 -0.932 -0.248
C 8.147 -1.595 -1.361 -0.105
N 7.288 -0.929 -0.174 -0.201
C 8.060 -0.549 1.154 0.067
C 5.937 -1.609 0.026 -0.115
C 4.945 -0.549 0.472 -0.147
C 5.548 0.713 -0.215 -0.153
C 6.909 0.462 -0.826 -0.082
H 10.120 -4.386 -1.712 0.095
H 10.767 -2.884 -1.238 0.092
H 9.836 -2.935 -2.790 0.093
H 8.942 -2.845 0.133 0.108
H 7.965 -3.688 -1.123 0.112
H 7.553 -1.656 -2.272 0.130
H 8.867 -0.848 -1.696 0.136
H 9.141 -0.543 1.017 0.118
H 7.872 -1.439 1.755 0.096
H 7.702 0.351 1.653 0.107
H 6.081 -2.395 0.767 0.135
H 5.668 -1.926 -0.981 0.139
H 4.868 -0.528 1.559 0.113
H 3.976 -0.852 0.075 0.096
H 5.612 1.529 0.505 0.108
H 4.810 0.960 -0.980 0.113
H 7.686 1.135 -0.465 0.132
H 6.896 0.412 -1.915 0.132
C 0.301 2.860 -6.248 -0.067
C -0.483 1.652 -6.984 -0.181
C -1.090 0.683 -6.002 -0.096
N -1.586 -0.647 -6.717 -0.221
C -2.520 -0.343 -7.938 0.075
C -2.319 -1.441 -5.647 -0.134
C -1.318 -2.219 -4.836 -0.170
C -0.066 -2.274 -5.690 -0.134
C -0.390 -1.580 -7.019 -0.059
H 1.025 3.327 -6.917 0.081
H 0.908 2.469 -5.431 0.068
H -0.253 3.768 -6.010 0.053
H 0.336 1.271 -7.594 0.113
H -1.188 2.095 -7.688 0.114
H -1.992 0.992 -5.474 0.112
H -0.407 0.313 -5.238 0.124
H -1.808 -0.022 -8.699 0.113
H -3.177 0.480 -7.655 0.106
H -3.188 -1.193 -8.077 0.109
H -2.940 -2.158 -6.182 0.129
H -3.095 -0.857 -5.152 0.127
H -1.711 -3.217 -4.640 0.106
H -1.183 -1.855 -3.818 0.099
H 0.086 -3.327 -5.926 0.127
H 0.737 -1.771 -5.152 0.121
H -0.690 -2.367 -7.710 0.145
H 0.458 -1.022 -7.415 0.135
C 1.265 1.002 8.077 -0.082
C 0.415 1.240 6.803 -0.192
C 0.045 -0.166 6.108 -0.042
N -1.233 -0.151 5.170 -0.262
C -1.043 0.990 4.193 0.004
C -1.492 -1.455 4.359 -0.050
C -3.070 -1.468 4.125 -0.131
C -3.646 -0.479 5.199 -0.131
C -2.438 0.014 6.029 -0.094
H 2.187 0.443 7.921 0.089
H 0.595 0.925 8.934 0.098
H 1.862 1.891 8.277 0.081
H 0.943 1.917 6.131 0.085
H -0.454 1.759 7.207 0.104
H -0.127 -0.981 6.812 0.129
H 0.698 -0.628 5.368 0.126
H -1.846 0.921 3.459 0.082
H -0.082 1.022 3.680 0.085
H -1.164 1.958 4.679 0.098
H -0.888 -1.501 3.453 0.069
H -1.180 -2.204 5.086 0.132
H -3.394 -1.144 3.136 0.066
H -3.518 -2.420 4.410 0.113
H -4.038 0.317 4.566 0.093
H -4.515 -0.818 5.763 0.129
H -2.514 1.060 6.325 0.139
H -2.342 -0.760 6.790 0.150
```



3.
Density functional theory data (ωB97M-V/def2-TZVPD) for a molecular structure, C5H8O2 at a distorted geometry.

Computed properties:
- Maximum force: 0.0682 Eh/bohr
- Net charge: 0
- Relative energy (zero: lowest compared OMol25 entry of this formula, charge and spin): 6.681 eV
- Electronic energy: -9403.1514 eV
- LUMO energy: 0.0784 eV

The geometry in XYZ format:
```
15
Properties=species:S:1:pos:R:3:lowdin_charge:R:1
C -1.439 0.087 1.045 -0.050
C -0.400 -0.597 0.163 -0.306
C -0.534 -0.298 -1.345 -0.058
O -0.141 1.004 -1.540 -0.093
C 1.123 0.554 -1.198 -0.056
C 1.037 -0.064 0.222 -0.377
O 1.397 0.818 1.247 -0.001
H -2.452 -0.226 0.772 0.084
H -1.396 1.178 0.961 0.081
H -1.272 -0.179 2.094 0.086
H -0.434 -1.677 0.312 0.138
H 0.470 -0.978 -2.097 0.170
H 1.412 -0.362 -2.056 0.132
H 1.746 -0.891 0.265 0.151
H 0.882 1.632 1.155 0.098
```



4.
Density functional theory data (ωB97M-V/def2-TZVPD) for a single C2H4N2OS molecule at a distorted geometry.

Computed properties:
- Maximum force: 0.0868 Eh/bohr
- Net charge: 0
- Relative energy (zero: lowest compared OMol25 entry of this formula, charge and spin): 4.357 eV
- SMILES: N/N=C/OC=S
- Electronic energy: -17998.3028 eV
- LUMO energy: 0.1392 eV

The geometry in XYZ format:
```
10
Properties=species:S:1:pos:R:3:lowdin_charge:R:1
C 0.567 -0.653 -1.052 -0.204
C -0.284 0.534 0.895 -0.726
H -0.045 -1.961 -3.149 0.153
H -1.435 -0.721 -3.340 0.117
H 1.259 -1.596 -1.295 0.168
H -1.110 0.650 0.036 0.121
N -0.799 -1.267 -2.681 -0.050
N -0.495 -0.481 -1.655 -0.108
O 0.838 -0.079 0.266 -0.211
S 0.124 1.076 2.307 0.741
```